*w*
{"formula": "C2H10N2S", "method": "ωB97M-V/def2-TZVPD", "elements": ["N", "C", "N", "H", "H", "H", "H", "H", "H", "C", "S", "H", "H", "H", "H"], "xyz": [[1.078, -2.755, 0.909], [0.378, -2.297, -0.292], [0.910, -2.957, -1.486], [2.068, -2.846, 0.726], [0.976, -2.160, 1.723], [-0.664, -2.526, -0.137], [0.549, -1.237, -0.498], [1.746, -2.471, -1.778], [1.120, -3.928, -1.295], [-1.340, 4.318, 0.569], [-1.949, 3.028, -0.564], [-1.833, 4.220, 1.533], [-0.266, 4.303, 0.661], [-1.666, 5.250, 0.113], [-1.107, 2.058, -0.185]], "spin_multiplicity": 1, "lumo_ev": 0.8, "homo_energy_ha": -0.3345}

***

*x*
{"formula": "C2H10N2S", "method": "ωB97M-V/def2-TZVPD", "elements": ["N", "C", "N", "H", "H", "H", "H", "H", "H", "C", "S", "H", "H", "H", "H"], "xyz": [[-1.366, -0.896, -0.422], [-2.431, 0.107, -0.107], [-3.888, -0.346, 0.013], [-1.769, -1.365, -1.266], [-1.392, -1.726, 0.257], [-2.465, 0.620, -1.085], [-2.119, 0.735, 0.786], [-4.011, -1.060, -0.687], [-3.927, -0.826, 0.856], [3.429, 1.048, 0.515], [4.472, -0.425, -0.157], [3.441, 1.052, 1.571], [2.451, 0.940, 0.053], [3.980, 1.976, 0.306], [5.594, 0.168, -0.632]], "spin_multiplicity": 1, "lumo_ev": 0.9, "homo_energy_ha": -0.3313}

***

Most stable structure: *w*

***

*w*
{"formula": "C6H17NO", "method": "ωB97M-V/def2-TZVPD", "elements": ["C", "C", "C", "C", "C", "C", "N", "H", "H", "H", "H", "H", "H", "H", "H", "H", "H", "H", "H", "H", "H", "H", "O", "H", "H"], "xyz": [[-0.285, 1.317, -2.147], [-0.480, 0.655, -0.776], [-1.460, 1.452, 0.091], [0.912, 0.599, -0.243], [1.187, -0.569, 0.819], [1.302, -0.119, 2.362], [2.512, -1.086, 0.524], [-1.282, 1.924, -2.433], [0.150, 0.446, -2.812], [0.276, 2.212, -2.132], [-0.818, -0.389, -0.891], [-2.445, 0.911, 0.050], [-1.813, 2.444, -0.356], [-1.123, 1.621, 1.092], [1.070, 1.421, 0.452], [1.648, 0.589, -1.044], [0.389, -1.303, 0.728], [1.050, -1.174, 2.898], [0.637, 0.636, 2.458], [2.264, 0.211, 2.840], [2.545, -1.979, -0.025], [3.313, -0.667, 0.722], [-3.079, -1.950, -0.468], [-2.627, -2.531, -1.143], [-3.249, -1.178, -0.953]], "spin_multiplicity": 1, "lumo_ev": 0.7, "homo_energy_ha": -0.3012}

***

*x*
{"formula": "C6H17NO", "method": "ωB97M-V/def2-TZVPD", "elements": ["C", "C", "C", "N", "C", "C", "C", "H", "H", "H", "H", "H", "H", "H", "H", "H", "H", "H", "H", "H", "H", "H", "O", "H", "H"], "xyz": [[2.619, 0.826, -0.718], [1.276, 1.382, -1.215], [0.223, 0.391, -1.764], [-0.882, 0.037, -0.905], [-0.830, -1.262, -0.303], [-2.017, -1.520, 0.592], [-2.330, -0.322, 1.567], [3.009, 1.406, 0.113], [2.565, -0.150, -0.269], [3.425, 0.839, -1.460], [0.854, 1.897, -0.347], [1.503, 2.112, -1.986], [-0.194, 0.876, -2.646], [0.739, -0.501, -2.132], [-1.706, 0.609, -0.945], [-0.724, -2.064, -1.050], [0.106, -1.296, 0.262], [-1.949, -2.377, 1.244], [-2.902, -1.531, -0.031], [-1.490, 0.372, 1.606], [-2.410, -0.734, 2.562], [-3.254, 0.228, 1.409], [1.059, 0.344, 2.089], [1.487, -0.445, 2.474], [1.824, 0.882, 1.852]], "spin_multiplicity": 1, "lumo_ev": 0.8, "homo_energy_ha": -0.2889}

***

*y*
{"formula": "C6H17NO", "method": "ωB97M-V/def2-TZVPD", "elements": ["C", "C", "C", "C", "C", "N", "C", "H", "H", "H", "H", "H", "H", "H", "H", "H", "H", "H", "H", "H", "H", "H", "O", "H", "H"], "xyz": [[-0.389, 1.488, 2.226], [0.409, 1.467, 0.917], [-0.411, 1.057, -0.320], [0.065, 0.044, -1.304], [-0.839, -0.221, -2.477], [0.332, -1.244, -0.535], [1.765, -1.450, -0.283], [-0.960, 0.528, 2.320], [-1.048, 2.370, 2.107], [0.237, 1.627, 3.089], [1.261, 0.809, 1.055], [0.863, 2.454, 0.772], [-0.690, 1.918, -0.959], [-1.340, 0.659, 0.110], [1.045, 0.348, -1.743], [-1.923, -0.397, -2.184], [-0.507, -1.076, -3.031], [-0.956, 0.701, -3.081], [0.135, -2.026, -1.167], [2.403, -0.920, -1.035], [2.165, -2.472, -0.374], [1.995, -1.264, 0.766], [-1.378, -1.413, 2.082], [-1.783, -1.462, 1.208], [-0.452, -1.523, 1.839]], "spin_multiplicity": 1, "lumo_ev": 0.9, "homo_energy_ha": -0.3500}

***

*z*
{"formula": "C6H17NO", "method": "ωB97M-V/def2-TZVPD", "elements": ["C", "N", "C", "C", "C", "C", "C", "H", "H", "H", "H", "H", "H", "H", "H", "H", "H", "H", "H", "H", "H", "H", "O", "H", "H"], "xyz": [[0.978, 0.504, 2.217], [1.675, -0.284, 1.235], [1.076, -1.443, 0.622], [0.500, -1.234, -0.793], [-0.637, -0.205, -0.861], [-1.929, -0.856, -0.340], [-0.861, 0.254, -2.309], [1.496, 0.373, 3.185], [-0.059, 0.257, 2.439], [1.016, 1.583, 2.073], [2.391, 0.197, 0.719], [0.314, -1.804, 1.309], [1.778, -2.281, 0.567], [1.360, -0.961, -1.407], [0.157, -2.229, -1.113], [-0.256, 0.594, -0.228], [-2.631, -0.072, -0.104], [-1.696, -1.263, 0.644], [-2.323, -1.589, -1.034], [-1.153, -0.613, -2.876], [0.063, 0.619, -2.751], [-1.659, 0.995, -2.304], [0.178, 2.848, 0.619], [0.773, 3.134, -0.093], [-0.550, 3.476, 0.582]], "spin_multiplicity": 1, "lumo_ev": 0.6, "homo_energy_ha": -0.2846}

***

Most stable structure: *z*

***

*w*
{"formula": "C2H9NO3", "method": "ωB97M-V/def2-TZVPD", "elements": ["N", "C", "C", "O", "H", "H", "H", "H", "H", "O", "H", "H", "O", "H", "H"], "xyz": [[-1.173, -0.443, 1.574], [0.021, -0.292, 0.709], [0.180, -1.421, -0.272], [0.607, -1.257, -1.386], [-1.880, 0.191, 1.216], [-1.564, -1.368, 1.396], [0.902, -0.193, 1.349], [-0.042, 0.606, 0.098], [-0.072, -2.447, 0.052], [3.248, 0.613, -0.365], [2.323, 0.511, -0.636], [3.520, 1.414, -0.825], [-2.546, 1.919, -0.259], [-3.123, 1.183, -0.501], [-3.156, 2.655, -0.121]], "spin_multiplicity": 1, "lumo_ev": 0.5, "homo_energy_ha": -0.3528}

***

*x*
{"formula": "C2H9NO3", "method": "ωB97M-V/def2-TZVPD", "elements": ["C", "C", "N", "O", "H", "H", "H", "H", "H", "O", "H", "H", "O", "H", "H"], "xyz": [[-0.116, 0.116, 2.043], [-0.499, 0.170, 0.584], [-1.448, -0.728, 0.235], [-0.190, 1.085, -0.163], [0.735, -0.506, 2.248], [0.191, 1.094, 2.405], [-0.966, -0.173, 2.654], [-1.909, -0.669, -0.656], [-1.595, -1.549, 0.792], [-0.761, -1.619, -2.758], [0.186, -1.626, -2.547], [-0.838, -2.533, -3.071], [2.522, 1.377, 0.577], [3.040, 0.779, 0.032], [1.669, 1.471, 0.112]], "spin_multiplicity": 1, "lumo_ev": 0.5, "homo_energy_ha": -0.3694}

***

*y*
{"formula": "C2H9NO3", "method": "ωB97M-V/def2-TZVPD", "elements": ["N", "C", "C", "O", "H", "H", "H", "H", "H", "O", "H", "H", "O", "H", "H"], "xyz": [[-1.970, -2.199, -1.434], [-1.928, -1.347, -0.287], [-0.619, -1.301, 0.453], [-0.001, -0.288, 0.806], [-1.990, -3.205, -1.057], [-1.111, -2.142, -1.938], [-2.230, -0.242, -0.570], [-2.702, -1.609, 0.538], [-0.176, -2.334, 0.624], [-0.138, 4.655, 1.390], [0.110, 4.439, 2.235], [0.719, 4.832, 0.867], [3.673, -0.256, -0.933], [3.552, -1.295, -0.894], [4.630, -0.051, -0.863]], "spin_multiplicity": 1, "lumo_ev": 0.6, "homo_energy_ha": -0.3522}

***

Most stable structure: *x*

***

*w*
{"formula": "C9H12N2O", "method": "ωB97M-V/def2-TZVPD", "elements": ["C", "C", "C", "C", "C", "C", "C", "C", "C", "N", "N", "O", "H", "H", "H", "H", "H", "H", "H", "H", "H", "H", "H", "H"], "xyz": [[3.223, 0.827, 0.152], [3.118, -0.526, 0.426], [2.075, 1.541, -0.149], [1.893, -1.160, 0.386], [0.842, 0.922, -0.155], [0.713, -0.453, 0.097], [-0.418, 1.737, -0.454], [-0.948, -2.074, -0.647], [-3.358, 0.156, 0.674], [-0.504, -1.031, 0.206], [-1.586, 0.944, -0.527], [-2.389, 1.168, 0.545], [4.182, 1.319, 0.163], [4.002, -1.095, 0.679], [2.143, 2.591, -0.399], [1.819, -2.216, 0.605], [-0.506, 2.500, 0.335], [-0.283, 2.214, -1.430], [-1.428, -1.670, -1.547], [-0.120, -2.707, -0.988], [-1.685, -2.680, -0.111], [-3.725, -0.159, -0.305], [-4.168, 0.561, 1.278], [-2.892, -0.705, 1.166]], "spin_multiplicity": 1, "lumo_ev": [0.6, -0.1], "homo_energy_ha": [-0.2975, -0.2849]}

***

*x*
{"formula": "C9H12N2O", "method": "ωB97M-V/def2-TZVPD", "elements": ["C", "C", "C", "C", "C", "C", "C", "C", "C", "N", "N", "O", "H", "H", "H", "H", "H", "H", "H", "H", "H", "H", "H", "H"], "xyz": [[3.348, -1.146, -0.153], [3.310, 0.262, -0.307], [2.076, -1.783, -0.039], [2.051, 0.924, -0.328], [0.891, -1.112, 0.078], [0.786, 0.273, -0.139], [-0.343, -1.872, 0.563], [-0.399, 2.225, 0.398], [-3.290, -0.394, -0.598], [-0.346, 0.903, -0.207], [-1.534, -1.081, 0.609], [-2.194, -1.287, -0.585], [4.224, -1.685, -0.280], [4.243, 0.846, -0.456], [1.964, -2.911, 0.025], [2.092, 2.019, -0.272], [-0.401, -2.750, -0.101], [-0.207, -2.279, 1.673], [0.522, 2.545, 0.679], [-0.832, 2.903, -0.445], [-1.103, 2.159, 1.240], [-3.609, 0.052, -1.637], [-3.305, 0.383, 0.228], [-4.176, -0.949, -0.255]], "spin_multiplicity": 1, "lumo_ev": [0.6, -0.8], "homo_energy_ha": [-0.2903, -0.2898]}

***

Most stable structure: *w*